# C44H35F10NO4S

7 unconnected molecules or ions with the total composition C44H35F10NO4S (ωB97M-V with the def2-TZVPD basis set, OMol25).

Geometry as XYZ:
```
95
Properties=species:S:1:pos:R:3:forces:R:3:mulliken_charge:R:1
O -2.233874 -1.238932 -0.579153 -0.4 -0.1 -0.7 -0.352
C -2.929890 -1.365313 -1.541578 0.3 -0.1 0.7 -0.127
O -2.266299 -1.815573 -2.699526 0.0 0.3 0.0 -0.068
N -3.032768 -1.736793 -3.872972 0.3 -0.1 -0.1 0.070
C -2.535073 -0.625450 -4.673348 0.2 0.1 0.1 0.631
F -3.352194 -0.385521 -5.676289 0.0 0.0 0.0 -0.265
F -1.302691 -0.828979 -5.150270 -0.2 -0.1 -0.1 -0.248
F -2.468241 0.445374 -3.882441 -0.2 0.0 0.0 -0.113
S -3.061890 -3.264293 -4.586380 -0.6 0.1 0.2 1.135
O -3.661681 -3.124852 -5.853867 0.2 0.0 0.0 -0.552
O -3.510205 -4.160318 -3.594780 0.2 0.0 -0.1 -0.543
F -1.545741 -3.509720 -4.789402 0.1 -0.1 0.0 -0.197
C -4.411125 -1.210071 -1.595318 -0.1 -0.2 -0.1 0.701
C -5.172245 -2.302068 -1.192383 -0.1 0.1 0.0 -0.262
C -6.554545 -2.210901 -1.215634 -0.2 -0.1 0.0 -0.748
C -7.183483 -1.051375 -1.642173 0.1 0.1 -0.1 -0.484
C -6.417690 0.040455 -2.028224 0.0 -0.1 0.0 -0.848
C -5.034756 -0.038303 -2.002618 0.1 0.2 0.0 0.157
H -4.707631 -3.218917 -0.855800 0.1 0.0 0.0 0.488
H -7.145471 -3.060431 -0.900308 0.0 0.0 0.0 0.410
H -8.262619 -0.991650 -1.676444 0.0 0.0 0.0 0.414
H -6.880682 0.961334 -2.353752 -0.1 0.0 0.0 0.430
H -4.459911 0.831199 -2.290830 0.1 0.0 0.0 0.424
F 1.407063 3.663585 -4.788731 0.0 0.0 0.0 -0.347
C 1.920658 2.436164 -5.025632 0.1 -0.1 0.0 0.433
C 3.289655 2.268002 -4.994315 0.1 0.1 0.0 -0.659
C 3.806653 1.003031 -5.234263 -0.1 0.0 0.0 -0.294
C 2.958298 -0.062787 -5.502810 0.0 0.0 0.0 -0.780
C 1.584816 0.134926 -5.528628 0.2 0.1 0.0 -0.317
C 1.055076 1.394349 -5.287424 -0.1 0.0 0.0 -0.326
H 3.931083 3.113437 -4.786069 0.0 0.0 0.0 0.452
H 4.877095 0.850326 -5.207610 0.0 0.0 0.0 0.407
H 3.367336 -1.046730 -5.687427 0.0 0.0 0.0 0.403
H 0.927545 -0.693078 -5.741072 0.0 0.0 0.0 0.465
H -0.012161 1.571743 -5.300359 0.0 0.0 0.0 0.561
F -3.033390 2.339540 0.441367 -0.1 0.0 0.0 -0.391
C -2.152927 3.025785 -0.320533 0.1 0.0 0.0 0.048
C -1.677141 2.434123 -1.471766 0.0 -0.1 0.0 -0.105
C -0.762194 3.128299 -2.249998 0.0 0.0 0.0 -0.185
C -0.336836 4.392197 -1.866583 0.0 0.0 0.0 -0.757
C -0.828045 4.962640 -0.699824 0.0 -0.1 0.0 -0.314
C -1.746133 4.279459 0.086150 0.0 0.1 0.1 -0.514
H -2.011236 1.443074 -1.740780 0.0 0.0 0.0 0.502
H -0.377098 2.679653 -3.155767 0.0 0.0 0.0 0.339
H 0.379152 4.926780 -2.475761 0.0 0.0 0.0 0.474
H -0.492932 5.944816 -0.394945 0.0 0.0 0.0 0.388
H -2.142911 4.706184 0.997475 0.0 0.0 0.0 0.479
F 0.424629 -1.875758 5.345663 0.1 0.0 -0.1 -0.365
C -0.128820 -0.956356 4.521469 0.0 0.1 -0.1 0.186
C -0.905046 -1.389939 3.466930 0.0 -0.1 0.0 -0.565
C -1.477320 -0.441041 2.631985 0.0 0.0 0.0 -0.159
C -1.254827 0.911067 2.854366 0.0 0.0 0.0 -0.323
C -0.465737 1.319273 3.920788 0.0 -0.1 0.0 -0.489
C 0.101859 0.380840 4.771645 0.1 0.0 0.1 -0.419
H -1.053573 -2.449542 3.308040 0.0 0.0 0.0 0.457
H -2.090848 -0.758561 1.799689 0.0 0.0 0.0 0.370
H -1.694092 1.640927 2.191066 0.0 0.0 0.0 0.393
H -0.284453 2.372309 4.090295 0.0 0.0 0.0 0.404
H 0.716973 0.673473 5.612258 0.0 0.0 0.0 0.512
F 2.383728 1.703389 0.909972 0.0 0.0 0.0 -0.381
C 2.377206 0.402298 0.543954 0.0 -0.1 0.0 -0.042
C 1.257337 -0.114688 -0.072789 -0.2 0.1 0.0 0.069
C 1.261256 -1.450248 -0.447365 0.1 0.0 0.0 -0.278
C 2.374317 -2.243516 -0.198482 0.0 0.0 0.0 -0.703
C 3.489491 -1.698432 0.423999 -0.1 0.0 0.0 -0.490
C 3.496062 -0.362909 0.797818 0.1 0.0 0.1 -0.682
H 0.398168 0.520009 -0.249909 0.0 0.0 0.0 0.534
H 0.389432 -1.867746 -0.932054 0.0 0.0 0.0 0.350
H 2.372070 -3.285395 -0.490125 0.0 0.0 0.0 0.431
H 4.359687 -2.310283 0.621076 0.0 0.0 0.0 0.428
H 4.352664 0.077172 1.283763 0.0 0.0 0.1 0.719
F -2.723314 -4.403505 10.696434 0.0 0.0 0.0 -0.322
C -2.393964 -3.498865 9.749878 0.0 0.1 -0.1 0.296
C -3.160338 -2.358298 9.624462 -0.1 0.0 0.1 -0.411
C -2.814168 -1.432036 8.650980 0.1 0.0 0.0 -0.477
C -1.723844 -1.657996 7.822013 0.0 0.0 0.0 -0.248
C -0.970604 -2.815294 7.967066 -0.1 0.0 0.1 -0.223
C -1.303247 -3.746402 8.941424 0.1 -0.1 0.0 -0.506
H -4.008754 -2.205864 10.277734 0.0 0.0 0.0 0.419
H -3.400359 -0.529437 8.540419 0.0 0.0 0.0 0.364
H -1.462310 -0.933098 7.063129 0.0 0.0 0.0 0.297
H -0.125239 -2.995079 7.321219 0.0 0.0 0.0 0.387
H -0.728882 -4.652764 9.077734 0.0 0.0 0.0 0.415
F 6.878911 -0.416563 0.881533 0.0 0.0 0.0 -0.338
C 7.132739 0.520158 -0.057824 0.0 0.1 -0.1 0.533
C 6.323713 1.635848 -0.121353 -0.1 0.1 0.1 -0.310
C 6.591539 2.597551 -1.084162 0.1 -0.1 -0.1 -0.471
C 7.650043 2.428476 -1.966469 0.0 0.0 0.0 -0.603
C 8.446019 1.294168 -1.883307 0.0 0.0 0.0 -0.316
C 8.192393 0.327892 -0.920341 0.1 -0.1 0.0 -0.523
H 5.502626 1.752855 0.569905 0.0 0.0 0.0 0.462
H 5.968920 3.479961 -1.144027 0.0 0.0 0.0 0.404
H 7.854196 3.179594 -2.717591 0.0 0.0 0.0 0.404
H 9.269799 1.158246 -2.571112 0.0 0.0 0.0 0.373
H 8.803240 -0.560313 -0.832996 0.0 0.0 0.0 0.426
```
Forces are in eV/Å.

## Properties
Total energy in eV: -93884.294
SMILES: O=C(ON(C(F)(F)F)S(=O)(=O)F)c1ccccc1.Fc1ccccc1.Fc1ccccc1.Fc1ccccc1.Fc1ccccc1.Fc1ccccc1.Fc1ccccc1
Kohn-Sham gap in hartree: 0.3459
LUMO in eV: 0.43